ORCA calculation (the ωB97M-V functional and the def2-TZVPD basis) on a 10-piece molecular cluster, C40H76N4O39S10 overall in a non-equilibrium geometry.

The geometry in XYZ format:
```
169
Properties=species:S:1:pos:R:3:mulliken_charge:R:1
S -0.738 2.788 6.043 0.017
S 3.576 -6.331 -1.112 1.159
S -5.878 -3.270 -7.929 1.090
S 6.400 6.492 3.789 1.155
S 4.732 -1.184 1.015 0.994
S -8.848 0.570 -3.957 1.093
S 2.692 -12.521 -3.752 1.144
S 4.355 -2.110 -4.976 1.088
S -2.246 0.738 -5.958 1.107
S -7.298 -2.689 4.773 1.085
O 3.899 -7.667 -1.972 -0.269
O -1.392 -0.639 -5.907 -0.269
O -3.369 0.599 -5.078 -0.492
O -8.083 -0.766 -4.470 -0.341
O -1.152 1.695 -5.240 -0.357
O -9.665 1.060 -5.027 -0.544
O -1.694 -0.266 2.593 -0.095
O 5.113 -3.449 -5.495 -0.300
O -7.544 1.528 -3.838 -0.365
O -0.611 2.060 3.129 -0.024
O -1.249 -1.651 4.122 -0.283
O 6.600 5.318 4.582 -0.534
O 1.683 -12.024 -2.863 -0.536
O -2.378 1.146 -7.324 -0.590
O 5.314 7.400 4.000 -0.544
O -5.971 -1.657 -8.083 -0.190
O -7.187 -3.773 -7.644 -0.535
O 3.138 -5.308 -2.010 -0.481
O 4.639 -6.136 -0.169 -0.589
O 6.403 6.058 2.225 -0.226
O 3.696 -11.296 -4.110 -0.331
O 2.288 -6.901 -0.308 -0.316
O -4.733 -3.578 -7.125 -0.549
O 7.780 7.346 3.774 -0.302
O 5.365 -2.447 1.808 -0.366
O -5.518 -3.610 -9.474 -0.296
O 4.294 -0.216 1.976 -0.560
O 5.664 -1.157 -4.865 -0.290
O 3.474 -13.684 -3.468 -0.546
O -9.357 0.324 -2.643 -0.536
O 3.428 -1.938 0.418 -0.253
O -5.983 -1.744 4.869 -0.261
O 2.034 -12.692 -5.224 -0.303
O -6.555 -4.034 4.251 -0.318
O -8.127 -2.194 3.716 -0.523
O 5.604 -0.865 -0.071 -0.621
O 3.855 -2.355 -3.659 -0.369
O 3.534 -1.617 -6.042 -0.612
O -7.788 -2.928 6.096 -0.542
N -2.060 -1.391 3.289 -0.024
N 2.919 2.234 -3.253 -0.531
N 1.713 3.212 0.441 -0.198
N 1.955 1.620 2.371 -0.019
C -5.382 -1.272 -9.326 -0.338
C 6.845 -1.941 -5.041 -0.337
C -5.210 7.365 5.092 -0.389
C 2.547 2.606 -0.628 0.309
C 2.345 -11.542 -6.012 -0.333
C 3.183 -8.768 -1.409 0.060
C -2.696 0.785 2.847 -0.733
C -0.389 2.603 1.811 -1.138
C 3.671 4.738 5.806 -0.858
C 3.606 -3.351 0.549 -0.051
C 1.903 -8.165 -0.854 -0.361
C -2.046 1.865 5.100 -0.978
C -6.766 -0.414 -4.898 -0.180
C -4.809 -2.538 4.683 0.473
C 7.347 6.863 1.520 -0.364
C 2.051 3.737 3.879 0.772
C 1.091 2.149 1.294 -0.064
C 3.035 4.954 4.340 -0.156
C -2.012 2.114 3.514 0.725
C -5.242 -3.697 3.801 -0.428
C 4.429 -3.528 1.814 -0.378
C -4.190 3.700 3.757 -0.622
C -5.662 -2.432 -10.270 -0.366
C 4.496 1.184 -1.539 -0.488
C -1.484 5.058 7.523 -0.788
C -2.787 3.423 3.024 -0.674
C 6.427 -3.102 -5.931 -0.433
C -5.165 7.869 6.643 -0.936
C -0.054 -0.358 -5.488 -0.299
C 2.261 2.762 -2.126 -0.303
C -0.160 0.879 -4.611 -0.144
C 4.037 1.418 -2.981 -0.381
C 3.712 -11.089 -5.524 -0.294
C -6.360 0.747 -4.006 -0.095
C 2.833 2.645 2.990 -0.657
C -4.040 5.061 4.619 -0.205
C 3.811 1.742 -0.252 -0.300
C -1.399 3.431 7.658 -0.387
C 8.449 7.152 2.528 -0.389
C -5.439 5.761 4.974 -0.653
H -5.567 1.348 -4.450 0.190
H 7.099 -3.955 -5.845 0.337
H 2.341 5.875 4.424 0.302
H -3.480 5.802 3.935 0.385
H -0.869 5.592 8.324 0.342
H -4.968 3.945 2.945 0.392
H -4.194 7.690 4.651 0.245
H 3.575 3.138 2.251 0.296
H -1.821 0.742 5.251 0.411
H 4.950 -4.485 1.836 0.309
H -6.041 0.395 -3.021 0.297
H -4.017 -1.945 4.226 -0.334
H 0.548 -0.160 -6.379 0.300
H 1.451 -8.791 -0.085 0.315
H -4.308 -1.144 -9.166 0.262
H 4.165 1.566 0.806 0.735
H 0.786 1.414 -4.531 0.171
H 6.843 7.783 1.211 0.290
H 4.781 4.500 5.664 0.159
H -6.091 -1.264 -4.807 0.333
H 3.806 -3.433 2.708 0.322
H 7.169 -2.295 -4.058 0.272
H -2.090 4.314 3.250 0.238
H 2.990 -9.530 -2.164 -0.106
H -5.896 8.747 6.801 0.258
H -4.604 2.825 4.355 0.291
H 0.881 1.256 0.588 0.234
H 3.905 -10.040 -5.753 0.316
H -4.575 -4.555 3.883 0.327
H 4.150 -3.705 -0.328 0.085
H -2.593 5.341 7.544 0.077
H 1.583 -10.782 -5.816 0.283
H -3.471 0.343 3.580 0.189
H 4.508 -11.705 -5.949 0.276
H -1.205 2.272 1.075 0.312
H -4.128 8.307 6.893 0.221
H -3.059 2.046 5.587 0.262
H 9.028 8.038 2.265 0.310
H -5.357 6.996 7.345 0.274
H -4.970 -2.455 -11.112 0.310
H 7.717 6.339 0.638 0.307
H 3.645 5.721 6.409 0.267
H 3.796 -9.196 -0.610 0.291
H -5.928 5.386 5.933 0.402
H 5.419 0.531 -1.394 0.275
H -0.330 3.758 1.865 0.438
H -0.609 3.167 8.452 0.337
H 4.602 0.932 -3.839 0.416
H -0.519 0.623 -3.610 0.235
H 3.510 2.077 3.736 0.301
H 1.352 3.428 -2.368 0.169
H 9.123 6.297 2.633 0.284
H -1.089 5.336 6.479 0.269
H -6.189 5.614 4.126 0.303
H 2.642 -3.856 0.606 0.320
H -3.394 4.942 5.550 -0.318
H 6.365 -2.793 -6.979 0.299
H -3.005 3.415 1.891 0.330
H 3.796 5.222 3.516 -0.091
H 7.637 -1.342 -5.489 0.335
H 1.763 3.205 4.849 -0.306
H -5.993 7.960 4.488 0.391
H 3.188 3.883 6.398 0.333
H 2.475 0.794 2.054 0.216
H -5.810 -0.335 -9.681 0.324
H 1.174 -7.984 -1.649 0.313
H -6.689 -2.398 -10.644 0.297
H 0.980 3.801 0.019 0.396
H 1.181 4.236 3.345 -0.270
H -2.419 2.988 7.896 0.311
H -6.822 -0.105 -5.945 0.174
H 2.344 -11.791 -7.073 0.316
H -3.249 1.089 1.898 0.427
H -4.478 -2.891 5.664 0.268
H -5.313 -3.391 2.753 0.345
H 0.364 -1.209 -4.951 0.268
```

LUMO	-0.4	eV
total charge	0
molar mass	1557.707	g mol⁻¹
SMILES	CCCCCC[C@](CON=O)(CSCC)OC[C@H](NCCCC)Nc1cccnc1.O=S1(=O)OCCO1.O=S1(=O)OCCO1.O=S1(=O)OCCO1.O=S1(=O)OCCO1.O=S1(=O)OCCO1.O=S1(=O)OCCO1.O=S1(=O)OCCO1.O=S1(=O)OCCO1.O=S1(=O)OCCO1
relative energy (zero: lowest compared OMol25 entry of this formula, charge and spin)	6.575	eV
frontier orbital gap	0.2868	hartree
DFT total energy	-8704.38580	hartree
HOMO energy	-0.3024	Eh

ORCA calculation (the ωB97M-V functional and the def2-TZVPD basis) on C23H23ClN2O3S2 in the gas phase.

The geometry in XYZ format:
```
54
Properties=species:S:1:pos:R:3:mulliken_charge:R:1
Cl -0.551 2.480 3.318 -0.216
S -1.436 3.981 -2.697 -0.194
S -0.347 -4.255 -0.295 1.207
O 1.642 2.116 -2.054 -0.657
O 0.896 -4.924 -0.510 -0.653
O -1.569 -4.911 -0.658 -0.726
N -0.501 -3.887 1.333 -0.303
N -0.304 1.153 -2.764 -0.037
C -1.949 2.585 -0.402 -0.371
C 1.116 -1.017 3.004 -0.689
C 0.857 -1.883 -1.006 -0.631
C 0.875 -0.611 -1.548 -0.532
C -0.268 -0.106 -2.165 0.769
C -0.027 3.911 1.099 -0.823
C 0.606 2.164 -2.673 0.047
C -1.763 2.243 0.924 -0.630
C 0.165 3.411 -3.432 0.237
C 0.115 -1.798 2.448 1.426
C -1.443 -2.145 -1.660 -0.673
C -0.298 -2.639 -1.065 -0.201
C 1.235 4.485 -3.439 -1.437
C -1.176 3.583 -0.977 0.219
C 1.780 -3.477 1.958 -0.387
C -1.428 -0.882 -2.219 -0.644
C -0.793 2.902 1.663 0.454
C 2.441 -1.430 3.039 0.576
C 3.498 -0.538 3.617 -1.486
C -1.304 -1.308 2.410 -1.724
C 0.459 -3.046 1.921 -0.058
C 2.760 -2.672 2.506 -0.869
C -0.230 4.260 -0.223 -0.200
H 0.343 5.060 -0.662 0.474
H -0.116 3.146 -4.455 0.537
H -1.367 -0.321 2.859 0.301
H 1.767 -0.009 -1.501 0.525
H -1.459 -3.647 1.538 0.431
H 3.810 0.197 2.875 0.270
H 0.856 -0.051 3.415 0.266
H 2.019 -4.438 1.534 0.482
H 3.783 -3.017 2.524 0.375
H 2.046 4.184 -4.099 0.397
H -2.312 -0.494 -2.704 0.383
H 1.739 -2.301 -0.548 0.531
H 0.825 5.428 -3.791 0.354
H 3.119 0.000 4.483 0.384
H 0.715 4.424 1.690 0.458
H -1.963 -1.976 2.966 0.429
H -2.323 -2.768 -1.689 0.500
H 1.649 4.613 -2.442 0.285
H 4.372 -1.113 3.913 0.386
H -2.701 2.082 -0.990 0.386
H -1.662 -1.247 1.380 0.320
H -1.165 1.368 -3.253 0.282
H -2.364 1.472 1.378 0.450
```

LUMO	0.3	eV
total charge	0
molar mass	475.035	g mol⁻¹
SMILES	Cc1ccc(NS(=O)(=O)c2ccc(NC(=O)[C@H](C)Sc3ccc(Cl)cc3)cc2)c(C)c1
frontier orbital gap	0.3227	hartree
DFT total energy	-2482.09087	hartree
HOMO energy	-0.3126	Eh

ORCA calculation (the ωB97M-V functional and the def2-TZVPD basis) on C3H3ClN2O2S2 in the gas phase in a non-equilibrium geometry.

The geometry in XYZ format:
```
13
Properties=species:S:1:pos:R:3:mulliken_charge:R:1
Cl -2.201 -0.750 1.785 -0.124
S -0.370 1.289 0.354 1.113
S 0.684 -2.795 -0.257 0.086
O -0.152 1.449 1.775 -0.542
O -1.492 1.809 -0.358 -0.554
N -0.594 -2.604 0.834 -0.470
N 1.026 1.979 -0.558 -0.660
C -0.160 -0.438 -0.026 0.040
C 0.679 -1.189 -0.747 0.068
C -0.973 -1.367 0.924 0.141
H 1.673 1.213 -0.747 0.273
H 1.336 -0.803 -1.542 0.309
H 0.544 2.208 -1.437 0.319
```

LUMO	0.1	eV
total charge	0
molar mass	198.656	g mol⁻¹
SMILES	NS(=O)(=O)c1csnc1Cl
relative energy (zero: lowest compared OMol25 entry of this formula, charge and spin)	0.346	eV
frontier orbital gap	0.3672	hartree
DFT total energy	-1632.61679	hartree
HOMO energy	-0.3634	Eh

ORCA calculation (the ωB97M-V functional and the def2-TZVPD basis) on a 2-piece molecular cluster, C6H10ClN3S overall in a non-equilibrium geometry.

The geometry in XYZ format:
```
21
Properties=species:S:1:pos:R:3:mulliken_charge:R:1
Cl 1.555 2.460 -1.126 -0.163
S -1.101 0.179 -2.566 -0.361
N -0.183 1.120 0.213 0.481
N -0.898 0.108 0.855 -0.766
N 1.720 -0.053 -0.201 -0.561
C -0.446 -1.100 0.984 0.180
C 1.634 0.235 -3.389 -0.563
C 0.405 0.232 -2.889 0.538
C -1.051 2.239 -0.050 -0.815
C -1.025 -2.076 2.031 -1.174
C 1.036 0.975 -0.284 0.357
H -1.070 -3.003 1.580 0.372
H -0.376 3.161 -0.087 0.321
H 1.771 0.428 -4.462 0.255
H 0.473 -1.628 0.700 0.269
H 2.506 0.134 -2.786 0.240
H 2.603 -0.035 -0.633 0.266
H -1.556 2.127 -1.052 0.248
H -0.485 -2.069 2.956 0.284
H -1.651 2.150 0.839 0.330
H -2.071 -1.664 2.224 0.262
```

LUMO	-0.1	eV
total charge	0
molar mass	191.687	g mol⁻¹
SMILES	[H]/N=C(\Cl)N(C)/N=C/C.C=C=S
relative energy (zero: lowest compared OMol25 entry of this formula, charge and spin)	0.845	eV
frontier orbital gap	0.3064	hartree
DFT total energy	-1257.12060	hartree
HOMO energy	-0.3106	Eh